207
Properties=species:S:1:pos:R:3:forces:R:3:mulliken_charge:R:1 method="wB97M-V/def2-TZVPD" lumo_ha=0.017 largest_force_ev_per_a=3.6 smiles=CC1(C)CCCC(C)(C)N1O.CC1(C)CCCC(C)(C)N1O.COCCNCCOC.COCCNCCOC.COCCNCCOC.COCCNCCOC.COCCNCCOC.CCO.CCO.CCO gap_ha=0.3283
O -3.362607 -1.975111 0.735392 -0.6077 0.3131 0.3189 -0.056
O -1.639847 -8.113272 1.154636 1.0530 0.0840 -0.0595 -0.009
O -4.116077 8.274209 4.795814 -0.3824 -0.8113 -2.0325 -0.453
O 1.717303 6.988504 -2.140627 0.2178 2.9173 -0.1228 -0.488
O 4.051195 -5.377127 -3.664517 1.2817 0.7048 0.0415 -0.231
O 2.720379 9.191841 -0.512657 -0.2349 0.3055 -0.0148 -0.165
O -1.481750 -0.343855 -0.917760 -0.5015 -1.1800 2.5350 -0.590
O -3.773527 1.999387 3.389296 0.1275 0.7441 0.3231 -0.440
O 1.218388 -6.165454 4.710116 -0.0557 0.5084 -0.2495 -0.305
O 0.279960 -2.350406 -4.070390 1.8318 -2.3049 -0.0483 0.670
O 3.637421 1.075715 -2.658641 -0.6837 -1.0872 -1.9619 0.069
O 2.034532 -4.854260 0.400715 -0.2476 -0.6490 0.5380 -0.039
O 1.468126 3.450075 2.726811 -0.2103 1.6246 -1.1505 -0.081
O -0.917992 5.362736 -0.352353 0.7287 -1.5487 -1.1868 -0.205
O -2.200831 -0.118917 -3.369189 0.0062 0.0577 0.2303 -0.215
N 1.900266 2.923379 3.935487 1.2353 -1.2666 -0.1036 -0.110
N -0.097723 -3.664090 -4.624048 0.8974 1.6542 0.0282 0.134
N -4.312976 5.530811 4.059846 0.5890 1.4267 -0.2363 -0.351
N 4.160801 -1.690657 -3.654089 -0.4758 1.4374 -0.2098 -0.370
N 2.226829 -7.050445 2.160414 -0.3507 -0.6933 0.3857 -0.449
N 0.016333 8.135412 0.208146 1.1832 -0.6723 -1.4489 -0.223
N -2.436003 -5.507525 0.509711 -0.7242 -1.1230 -1.4756 0.238
C 1.198345 4.849455 5.134974 1.3164 0.4558 0.5021 -2.251
C 2.081851 1.461962 3.698070 -0.8888 0.2918 0.1807 2.431
C -1.252318 7.703306 -0.317023 -2.1232 1.0158 -0.0237 -0.836
C 1.310491 -7.875666 2.920323 0.0085 -0.9046 1.2652 0.259
C 3.962891 0.748722 -4.035712 0.4796 -0.3162 -0.1948 -1.024
C 1.089283 3.380779 4.995093 -1.9408 -1.2932 2.5608 2.039
C 3.428110 -0.628596 -4.414749 -0.1504 -0.9839 0.4433 0.149
C 2.622803 -3.661069 0.012402 0.8367 0.4939 -1.1885 -0.439
C -0.101978 -5.836198 4.962749 -1.7769 -0.6860 -0.5331 -0.356
C -0.052821 -0.563902 -0.633490 -1.0319 0.2708 -0.2256 1.506
C -2.341851 -4.117265 0.697488 1.7606 0.8149 -1.3478 0.156
C 0.801876 0.804634 3.076036 0.0400 0.7958 0.8090 -1.661
C -3.547362 8.817279 5.924567 0.0296 0.8519 -0.5015 -0.675
C 4.487809 2.042853 -2.171247 0.2240 -0.3120 2.4580 -0.800
C -2.849606 1.369051 2.534283 1.6838 0.6721 1.2817 0.209
C -1.542348 -5.608135 -4.416529 0.1935 -0.2297 2.3511 -1.627
C 0.643981 -2.753807 -6.756201 1.5974 -1.7347 0.1212 -1.419
C -3.013546 6.207564 4.056024 -0.9977 0.9359 0.0430 0.588
C 2.109644 5.703356 -2.338274 -1.5072 -2.8372 1.3070 0.088
C 0.710750 0.612477 -1.180840 0.3743 0.6943 1.3954 -0.453
C -2.111749 -5.361510 -5.752265 -0.0149 1.6704 -0.7589 -0.662
C -3.883475 3.428255 3.151132 0.9653 -2.0784 -1.6621 0.344
C 2.025432 -7.223087 0.759131 2.1883 0.3210 -1.1111 -0.422
C -2.031715 -3.551688 -3.077550 0.4415 1.8312 0.4999 -2.726
C -4.573666 -1.187871 0.856083 0.3188 -0.6204 -0.0499 -0.679
C 3.750799 -3.064068 -3.954690 0.7137 0.8967 -0.1133 0.006
C 1.440797 -7.512737 4.408178 0.7485 -0.5920 -0.5078 -0.905
C -0.945823 -4.378502 -3.647022 0.3595 -0.8080 -1.4792 2.773
C -1.281312 -9.411615 0.889792 -1.4958 -2.1362 -1.3983 -0.970
C -0.471543 3.097256 4.910058 1.5083 -0.8107 -0.4403 -1.572
C -3.076207 -6.361861 1.417269 -1.3386 -1.2389 2.2464 -0.506
C 4.592276 -4.093772 -3.203678 0.1731 -0.5206 -3.5192 -0.661
C 4.007215 9.592667 -0.109967 0.9105 0.3884 -0.7255 -0.839
C 0.344368 9.433407 -0.440106 -0.2152 -0.2053 1.0398 -0.441
C 2.662220 -6.065510 -0.017120 0.1598 0.0550 0.7725 -0.436
C -0.535656 -3.353563 -6.015520 -1.1425 -1.5745 -0.1752 1.365
C 4.422293 -5.710335 -5.035885 -0.8677 0.3462 1.1213 -0.730
C -0.147231 4.647471 0.599363 -0.6380 1.6318 0.6218 -0.772
C -1.677807 -2.326251 -6.140327 0.2400 0.1510 -0.3220 -1.694
C 3.176590 1.437052 2.673392 0.5227 -1.3003 -1.5773 -2.322
C 1.571678 2.691223 6.334417 1.7691 -0.9668 -1.9689 -1.594
C -3.609832 -3.376204 0.658843 -2.3432 0.5491 -0.7228 -0.843
C 2.543014 0.805551 5.001338 -0.1114 0.5621 0.9931 -1.452
C -0.087085 -4.869908 -2.445411 0.6979 1.0769 -0.6064 -2.012
C -3.569909 0.090727 -3.670483 0.4148 -0.9966 -1.5117 -0.109
C -1.768471 6.361319 0.096024 0.2350 -0.2720 -0.7162 -0.260
C 1.638575 1.149516 6.263935 0.3375 0.5210 -2.6723 -0.609
C -4.137601 4.180734 4.389435 -1.7099 -1.9122 0.7972 -0.511
C -2.998833 -7.875434 1.094414 -1.1115 1.4237 -0.2991 -0.848
C -3.207949 7.697323 3.832605 -0.3396 0.3383 0.7444 -0.633
C -1.036736 -4.736496 -6.629441 0.4492 1.0324 -0.9874 -1.157
C -3.667635 0.814894 -5.035441 -1.4941 0.7010 0.8606 -1.226
C 1.193293 4.982215 -3.380592 -0.2998 1.0848 2.4422 -1.168
C 1.673898 9.921109 0.156045 -0.3235 -0.9851 -1.5093 -0.944
H 1.560387 -3.396139 -6.588643 -0.8151 0.6560 0.2308 0.005
H -2.266855 -3.969068 -2.145858 -0.7583 -0.5261 1.4020 0.819
H -2.931622 3.770741 2.707979 -0.1785 -0.0482 0.0201 -0.678
H -0.449713 -6.351887 5.877910 0.0179 0.4188 -0.0930 0.345
H 3.874231 -3.163066 -5.048161 0.1056 -0.0881 0.4265 0.469
H -3.258013 1.130953 1.575076 -0.1666 -0.1083 -0.5767 -0.241
H -3.241222 0.211561 -5.798967 0.4346 -0.5107 -0.7242 0.250
H 3.892543 -5.109775 -5.800942 0.2656 -0.0900 0.4845 0.232
H -2.573539 -2.650247 -5.634198 -0.2443 0.1823 0.3708 0.342
H 2.331494 -0.675843 -4.196759 0.5948 -0.0109 -0.4310 -0.382
H -0.490131 10.112368 -0.197126 0.4606 0.0798 -0.0043 0.472
H 1.739615 9.780794 1.214649 -0.1999 -0.5755 0.8250 0.430
H 3.987993 -1.347782 -2.719929 0.1293 -0.9514 0.7217 0.307
H 3.607584 1.527458 -4.739353 -0.1781 -0.2093 0.4679 0.410
H 2.458388 7.460753 -1.712372 -0.7417 0.1630 -0.2042 0.201
H 2.085666 0.784763 7.160255 0.2441 -0.5294 0.6017 0.455
H -1.768402 6.344535 1.135385 -0.3270 -0.0615 2.2785 -0.076
H -1.963938 2.046455 2.397369 -0.5933 -0.5197 -0.1800 -0.129
H -0.617038 -5.637123 -1.931116 -0.5721 -0.7586 0.4042 0.637
H 0.847008 -1.764111 -6.339596 0.0485 -0.0489 -0.6509 0.246
H 0.364569 9.328285 -1.550749 0.3272 0.2020 0.6290 0.264
H 5.463876 1.582514 -1.989967 0.2775 0.2207 0.0841 0.342
H 4.071613 2.366853 -1.165203 0.5108 -0.0989 -1.2344 0.007
H 2.255494 5.167560 5.236886 -0.5511 0.0264 -0.2357 0.437
H 2.634249 2.950415 6.572786 -0.6969 0.3572 -0.4003 0.338
H 1.011434 -7.321284 0.520844 -1.8823 -0.0870 -0.6113 0.097
H -3.120196 1.777662 -4.986593 -0.3099 -0.5331 0.0038 0.273
H 4.130966 10.714702 -0.187832 -0.0308 -1.0150 -0.2318 0.277
H -2.321039 5.793733 3.312733 -0.3758 0.0323 -0.0877 -0.385
H -0.803466 4.219178 1.399149 0.6630 -0.0634 -0.6249 0.349
H 3.730883 -6.055798 0.259425 -0.1585 0.1828 -0.1884 0.414
H -4.227816 -0.157115 0.847821 -0.3459 -0.1680 0.0607 0.166
H 1.021168 -0.070894 2.493148 0.2938 -0.5079 -0.0995 0.794
H 3.642548 -0.886707 -5.460003 -0.3947 0.6293 -0.0493 0.440
H 0.008540 0.583565 3.793209 0.3311 -0.2699 0.1757 0.078
H 5.691737 -4.013351 -3.385576 -0.6988 -0.1016 -0.3489 0.322
H -4.321783 9.445291 6.349856 0.1809 0.3782 0.2748 0.245
H 0.079614 -0.628628 0.462818 -0.0174 -0.4214 -0.5664 0.120
H 0.544134 5.378611 1.052645 -0.0871 -0.2871 0.3448 0.329
H -0.519173 -1.875170 -4.040396 -1.8214 1.3994 0.1879 -0.336
H -2.052605 -0.866255 -0.239634 1.3185 0.8894 -1.5990 0.094
H -2.788218 6.118437 -0.265085 0.4006 0.5704 0.0324 0.326
H -5.118615 -1.421884 1.798147 0.4301 0.1600 -0.4960 0.284
H -4.987194 5.930357 4.704419 0.5494 0.5896 -0.1893 0.354
H 2.512018 -7.585938 4.606254 -0.0876 -0.6546 0.3771 0.365
H 4.622388 2.862118 -2.835696 -0.0705 0.9949 -0.5735 0.382
H 0.221212 -7.829251 2.635072 0.9707 -0.0543 -0.2071 -0.279
H -2.027829 8.411774 0.028074 0.1766 0.0456 -0.0194 0.467
H -1.063526 -9.664214 -0.177659 -0.6537 0.5546 0.3052 0.272
H 2.007304 -2.848954 0.331960 -0.6302 0.4464 0.5023 0.164
H -4.100439 -0.911454 -3.691700 0.2674 1.0146 -0.0598 0.195
H 4.783564 9.058496 -0.789220 -1.3138 0.9285 1.3530 0.219
H -2.602296 -6.325415 2.412590 0.1064 0.1042 0.2328 0.118
H -0.208561 -4.759532 5.025627 0.1759 0.1385 0.3268 0.253
H -4.007048 0.714839 -2.936534 -0.6787 0.5729 0.9882 0.422
H 0.899111 -5.264588 -2.733490 -0.3294 0.1800 -0.1608 0.431
H -3.308955 3.965564 5.085694 -0.3601 0.0613 0.2388 0.050
H 0.469066 1.566987 -0.605854 -0.1606 -1.0448 -1.1364 -0.597
H -4.242015 -3.535117 -0.265824 0.7862 -0.2965 0.6836 0.305
H -0.223141 -5.461130 -6.622841 0.4431 0.1730 -0.2880 0.328
H -2.426688 0.482949 3.055046 -0.6097 0.2451 -0.4582 0.351
H 2.548530 -8.125602 0.404370 -0.1973 0.0116 0.1176 0.300
H 1.994270 5.252449 -1.314432 0.0862 -0.6784 -0.8233 -0.051
H -3.338098 8.037270 6.595425 0.7371 -0.9392 1.4021 0.286
H -0.831895 -6.148851 4.150502 0.8629 0.1326 0.5207 -0.054
H -2.298232 -6.016804 -3.738427 -0.1408 0.0163 -0.0113 0.392
H 1.636357 4.043127 -3.582945 0.3534 -0.9294 -0.7940 0.281
H -4.125657 -6.113026 1.652445 0.1876 0.1745 -0.6032 0.433
H 1.780230 0.463815 -0.947996 -0.2924 -0.1148 -0.5372 0.335
H 3.550745 1.217721 5.221705 -0.3052 -0.5819 -0.1964 0.352
H 0.710138 0.627186 6.045089 -0.4303 0.2302 0.5435 0.317
H 0.347561 1.531323 2.420741 -0.0144 0.2121 -0.4685 -0.030
H -0.399131 -9.704509 1.352247 1.7482 0.0046 1.3310 0.299
H 0.468462 3.950940 0.059687 -0.1356 -0.6693 -0.0830 0.155
H -2.062702 -10.126294 1.260784 0.4411 0.4511 -0.3600 0.376
H 2.557786 -0.274719 4.805119 0.3273 0.1992 0.2866 0.432
H -0.781820 -6.343074 -4.409482 1.0516 -0.9776 -0.3594 0.563
H -1.699596 -2.524941 -2.888742 0.0820 -0.2298 0.3750 0.221
H 0.173143 4.804790 -2.981077 0.6625 0.0823 0.1726 0.218
H 5.499350 -5.680675 -5.210720 0.0272 0.0828 0.1577 0.320
H 0.648478 5.160371 6.001536 -0.1917 0.2898 0.5605 0.435
H -2.918832 -3.382993 -3.611871 -1.2741 -0.3737 -1.1636 0.512
H 4.132546 9.365352 0.953186 0.4018 -0.2648 -0.0489 0.345
H 3.533677 0.438185 2.380333 -0.1537 -0.1050 0.6583 0.402
H -1.332168 -1.344059 -5.758587 -0.5066 -0.4469 -0.3225 0.366
H 2.089244 4.175413 2.502334 -0.4327 -0.6851 0.2862 0.277
H -1.730105 -3.801151 -0.168334 -0.1061 0.3098 0.4753 -0.736
H -1.802364 -3.790714 1.576301 0.3131 0.0163 0.7513 0.390
H -2.063438 -0.128254 -2.379678 0.0238 -0.1054 -0.9132 0.351
H -3.555295 -8.454439 1.866207 0.3040 0.3017 -0.2741 0.488
H -2.518969 6.081594 5.013600 0.3020 -0.0988 0.5276 0.150
H -0.637086 2.038926 5.102198 -0.4868 0.1935 0.1072 0.195
H -2.829355 -4.580423 -5.555736 -0.9612 0.0315 -0.4144 0.301
H 4.499568 -3.939964 -2.181975 -0.6477 -0.4136 2.0564 0.254
H 1.796265 10.966734 0.024540 0.2935 1.2329 -0.6177 0.530
H 2.019996 -6.099999 2.368477 -0.1029 0.9674 0.3418 0.339
H -1.573891 -5.915205 0.227664 0.6922 -0.1039 -0.2018 -0.066
H 3.642063 -3.440692 0.399298 -0.3301 -0.6167 -0.0107 0.354
H -2.243568 8.186638 3.909846 0.3396 0.2686 -0.0141 0.462
H -1.301154 7.768978 -1.391821 0.1922 -0.0412 -0.8230 0.345
H 3.153388 5.601292 -2.541611 0.8527 0.0276 -0.7680 0.570
H 2.649796 -3.557854 -1.088954 0.1313 -0.2001 0.1851 -0.198
H -4.642513 3.539895 2.379978 -0.2940 0.4918 0.0991 0.480
H 0.686495 7.515890 -0.298940 -0.3757 0.1517 0.8948 0.054
H 1.033134 5.649766 -4.192392 0.3310 0.2359 -1.1360 0.408
H 5.061477 0.696625 -4.181265 -0.2882 0.1297 0.3898 0.449
H 1.698700 -8.947325 2.905935 -0.7878 1.0287 -0.3260 0.309
H -5.262991 -1.339998 0.000915 0.4063 -0.1257 0.2874 0.311
H -1.334971 -4.543600 -7.722398 0.2287 -0.3487 1.5817 0.412
H -0.925331 3.374891 3.982254 0.1552 -0.0983 -1.1278 0.115
H 0.070821 -4.056259 -1.707001 0.0108 -0.2921 -0.5227 -0.268
H -1.003212 3.734410 5.568524 -0.3140 0.2912 1.3318 0.711
H -3.441935 -8.132372 0.104807 0.3466 0.1965 0.3454 0.381
H -3.644110 7.960819 2.879401 -0.0663 -0.3457 -0.4065 0.271
H 4.049876 -6.717758 -5.095423 0.1027 -0.4998 -0.4089 0.244
H -2.642451 9.377650 5.649249 -0.1133 0.1220 0.4289 0.304
H -1.966716 -2.248037 -7.208162 0.3608 0.1983 0.4816 0.395
H -4.218302 -3.716716 1.508039 -0.1923 0.3291 0.0613 0.498
H 0.999580 3.051795 7.125143 -1.2407 0.5555 1.3839 0.499
H 2.565341 -6.199594 -1.090244 -0.0074 -0.0117 -0.2928 0.336
H -2.597729 -6.203484 -6.234007 -0.0024 -0.2139 0.1756 0.400
H -5.125810 3.828091 4.776270 0.9243 -0.0905 0.2085 0.433
H 2.831868 1.797514 1.708629 -0.2494 0.3876 -0.0094 0.394
H -4.754834 1.028348 -5.329677 1.4360 -0.2957 0.5108 0.332
H 0.531677 -2.855086 -7.843153 -0.4007 0.7585 0.1883 0.428
H 0.529458 0.625767 -2.254607 0.2182 0.6388 0.0326 0.319
H 0.817325 -8.222608 5.001011 0.4248 0.5652 -0.0166 0.401
H 0.709966 5.252913 4.288088 -0.2000 1.0121 -0.9842 0.418
H 0.252294 -1.452262 -1.216751 -0.0147 0.0081 0.7197 -0.729
H 2.714984 -3.321782 -3.760250 -0.4925 0.2144 0.2004 -0.190
H 4.039980 2.013935 2.938842 0.4074 0.3894 0.4486 0.489